# 1
Below is a molecular structure, C35H52F2MnN7O6PS2Si at a distorted geometry, with properties calculated with ωB97M-V with the def2-TZVPD basis set.

Output
Expectation value of S²   8.76
Frontier orbital gap (alpha / beta)   0.2471 / 0.2892 Eh
LUMO (alpha / beta)   -0.10 / -0.14 eV
Multiplicity   6
Relative energy (zero: lowest compared OMol25 entry of this formula, charge and spin)   0.00 kJ/mol
HOMO level (alpha / beta)   -6.819 / -8.008 eV

Positions of all 107 atoms, in Å:
Mn1 0.1921 0.1791 -0.0701
C1 -0.6915 3.0964 4.5500
N1 0.5513 2.9242 3.8207
C2 1.8213 3.0572 4.3471
C3 2.6927 2.7881 3.3645
N2 1.9444 2.4716 2.2297
C4 0.6007 2.5739 2.5095
S1 -0.7141 2.3254 1.5226
C5 2.5891 2.1347 1.0017
C6 3.5831 2.9843 0.5461
C7 4.3684 2.5627 -0.5135
C8 4.1476 1.3088 -1.0518
C9 3.1040 0.5469 -0.5471
N3 2.3040 0.9610 0.4476
H1 -0.4873 3.6777 5.4460
H2 -1.1082 2.1252 4.8178
H3 -1.4069 3.6196 3.9203
H4 1.9886 3.3095 5.3781
H5 3.7655 2.7357 3.3662
H6 3.7245 3.9452 1.0198
H7 5.1456 3.2072 -0.9035
H8 4.7513 0.9054 -1.8524
H9 2.8799 -0.4246 -0.9611
F1 -4.1677 -2.4040 -2.3148
C10 -3.4724 -2.1330 -1.1826
C11 -2.3910 -1.2799 -1.2293
C12 -1.6466 -1.0076 -0.0782
C13 -2.0383 -1.6243 1.1249
C14 -3.1639 -2.4470 1.1246
F2 -3.6037 -3.0516 2.2591
C15 -3.8973 -2.7277 -0.0110
C16 -1.1725 -1.4071 2.3274
C17 -1.4933 -1.8132 3.6274
C18 -0.5929 -1.6069 4.6530
C19 0.6283 -1.0069 4.3850
C20 0.8675 -0.6208 3.0819
N4 -0.0039 -0.7909 2.0916
H10 -2.1489 -0.8077 -2.1786
H11 -4.7545 -3.3829 0.0257
H12 -2.4308 -2.3012 3.8260
H13 -0.8347 -1.9411 5.6539
H14 1.3787 -0.8618 5.1497
H15 1.8073 -0.1553 2.8049
N5 0.1483 -3.8571 -1.3226
C21 0.6632 -3.5824 -2.6718
P1 1.4713 -1.9440 -2.6920
O1 2.9248 -1.9726 -3.0122
O2 0.9907 -1.2383 -1.4577
C22 0.6341 -0.9664 -3.9899
N6 0.8688 0.4422 -3.5871
H16 1.4205 -3.5757 -0.1434
H17 -0.3351 -4.7465 -1.2902
H18 -0.4966 -3.1240 -1.0345
H19 -0.1188 -3.6009 -3.4427
H20 1.4148 -4.3248 -2.9428
H21 -0.4433 -1.1238 -4.0179
H22 1.0691 -1.1477 -4.9720
H23 0.2481 1.1168 -4.0582
H24 1.8472 0.6999 -3.7046
H25 0.5736 0.6004 -2.5773
C23 -5.0612 1.0065 -1.6581
C24 -4.0324 2.1019 -1.4281
C25 -4.6442 3.4733 -1.6951
C26 -3.4713 2.0243 -0.0172
O3 -2.9815 1.8530 -2.3681
Si1 -1.4224 2.3324 -2.4771
O4 -0.3482 1.4747 -1.6908
O5 -1.0880 2.1861 -4.1300
C27 -1.9051 2.4784 -5.2796
C28 -0.9279 2.6374 -6.4389
C29 -2.6914 3.7666 -5.0882
C30 -2.8344 1.2952 -5.5191
O6 -1.4368 3.9307 -2.0973
C31 -0.4755 4.9014 -1.6993
C32 0.8918 4.2734 -1.4641
C33 -0.9900 5.5278 -0.4098
C34 -0.3999 5.9399 -2.8119
H26 -5.9311 1.1598 -1.0168
H27 -4.6312 0.0270 -1.4366
H28 -5.3916 1.0151 -2.6979
H29 -5.3739 3.7121 -0.9184
H30 -5.1596 3.4856 -2.6573
H31 -3.8714 4.2414 -1.6989
H32 -4.2800 2.0177 0.7164
H33 -2.8319 2.8849 0.1905
H34 -2.8867 1.1077 0.1017
H35 -0.1608 3.3715 -6.1831
H36 -1.4417 2.9791 -7.3379
H37 -0.4442 1.6850 -6.6754
H38 -2.0203 4.6004 -4.8848
H39 -3.3869 3.6798 -4.2575
H40 -3.2579 3.9862 -5.9949
H41 -2.2566 0.4033 -5.7725
H42 -3.5146 1.5041 -6.3476
H43 -3.4193 1.0902 -4.6244
H44 0.8097 3.4601 -0.7439
H45 1.5791 5.0317 -1.0815
H46 1.3063 3.8687 -2.3918
H47 -1.0280 4.7755 0.3801
H48 -1.9944 5.9246 -0.5642
H49 -0.3398 6.3441 -0.0871
H50 -0.0857 5.4673 -3.7445
H51 0.3163 6.7262 -2.5644
H52 -1.3778 6.3972 -2.9687
S2 2.3883 -3.2940 0.8443
C35 1.4545 -3.9183 2.1161
N7 0.8439 -4.3373 2.9998

***

# 2
Below is 6 unconnected molecules or ions with the total composition C35H52F3N7O5 at a distorted geometry, with properties calculated with ωB97M-V with the def2-TZVPD basis set.

Output
Frontier orbital gap   0.1524 Eh
LUMO   -0.80 eV
HOMO level   -4.946 eV

Positions of all 102 atoms, in Å:
C1 -1.9010 7.3071 1.1471
C2 -2.0866 5.8406 0.9344
C3 -3.2262 5.1946 0.8911
C4 -3.1854 3.7215 0.6188
O1 -4.0886 3.1996 0.0517
C5 -1.9815 2.9874 1.1293
C6 -2.1707 1.5415 1.5560
O2 -1.7953 1.2550 2.9088
N1 -2.3442 2.2359 3.7583
O3 -2.6374 1.7534 4.7776
C7 -0.8246 3.6094 1.1833
C8 0.4465 3.0059 1.7073
C9 1.1697 2.0910 0.6867
O4 0.3629 1.6171 -0.3480
C10 2.4654 2.7375 0.1734
F1 2.3224 3.9895 -0.1634
F2 3.3922 2.6561 1.1143
F3 2.9406 2.0914 -0.8768
C11 -0.8360 5.0225 0.7023
O5 0.0720 5.5471 0.1491
H1 -2.8252 7.8650 1.0076
H2 -1.4211 7.5491 2.0954
H3 -1.2176 7.6540 0.3654
H4 -4.1554 5.7302 1.0438
H5 -3.2142 1.2637 1.3819
H6 -1.5835 0.9150 0.8853
H7 0.2393 2.4567 2.6224
H8 1.1015 3.8349 1.9892
H9 1.5056 1.2151 1.2401
H10 0.2221 2.3010 -1.0231
C12 2.0296 -4.3476 0.4500
C13 2.0316 -2.9367 -0.1196
C14 2.8380 -1.9536 0.7307
C15 2.2714 -1.8497 2.0841
N2 1.8206 -1.7592 3.1273
H11 1.5567 -4.3886 1.4343
H12 1.4716 -5.0138 -0.2065
H13 3.0492 -4.7314 0.5427
H14 1.0014 -2.5883 -0.2127
H15 2.4535 -2.9597 -1.1260
H16 2.8243 -0.9656 0.2717
H17 3.8780 -2.2753 0.8090
C16 3.9071 1.4788 -5.5875
C17 4.3612 1.5817 -4.1355
C18 5.1668 0.3630 -3.6750
C19 4.3554 -0.8608 -3.7767
N3 3.7216 -1.8044 -3.8441
H18 3.2374 0.6306 -5.7381
H19 3.3643 2.3782 -5.8804
H20 4.7608 1.3650 -6.2591
H21 3.4859 1.7054 -3.4944
H22 4.9754 2.4760 -4.0146
H23 5.4796 0.4883 -2.6380
H24 6.0625 0.2416 -4.2860
C20 1.1331 -2.5925 8.2998
C21 2.0041 -2.2393 7.0987
C22 1.9640 -3.3024 5.9979
C23 2.4554 -4.5917 6.5135
N4 2.8374 -5.5880 6.9119
H25 1.4747 -3.5072 8.7868
H26 1.1684 -1.7954 9.0435
H27 0.0916 -2.7310 8.0014
H28 3.0337 -2.0973 7.4344
H29 1.6687 -1.2886 6.6801
H30 2.5865 -2.9983 5.1596
H31 0.9462 -3.4337 5.6298
C24 1.7623 -4.7249 -4.0541
C25 0.6087 -5.6720 -4.3614
C26 -0.7526 -5.0650 -3.9817
C27 -0.7904 -4.7330 -2.5485
N5 -0.8152 -4.4165 -1.3430
H32 1.8293 -4.5122 -2.9881
H33 2.7121 -5.1694 -4.3596
H34 1.6474 -3.7779 -4.5844
H35 0.7620 -6.6096 -3.8208
H36 0.6076 -5.9169 -5.4299
H37 -1.5603 -5.7677 -4.2374
H38 -0.9222 -4.1422 -4.5406
C28 -3.4061 -2.0431 2.0384
C29 -4.4006 -3.1013 1.5663
C30 -3.7784 -4.4916 1.3804
C31 -2.7279 -4.4625 0.3476
N6 -1.8928 -4.4393 -0.4303
H39 -2.6071 -1.8833 1.3113
H40 -3.9104 -1.0871 2.1807
H41 -2.9513 -2.3303 2.9883
H42 -4.8513 -2.7788 0.6253
H43 -5.2061 -3.1739 2.2988
H44 -4.5373 -5.2067 1.0646
H45 -3.3496 -4.8470 2.3206
C32 -4.2053 5.1381 -3.1097
C33 -3.3965 4.9493 -4.3893
C34 -2.5196 3.6930 -4.3588
C35 -1.5551 3.7694 -3.2525
N7 -0.8104 3.8261 -2.3935
H46 -3.5571 5.2735 -2.2417
H47 -4.8351 6.0249 -3.1864
H48 -4.8519 4.2789 -2.9219
H49 -2.7708 5.8297 -4.5504
H50 -4.0786 4.8815 -5.2388
H51 -1.9701 3.5899 -5.2947
H52 -3.1328 2.8005 -4.2274

***

# 3
Below is a molecular structure, C35H52IrP4S at a distorted geometry, with properties calculated with ωB97M-V with the def2-TZVPD basis set.

Output
Expectation value of S²   8.79
Frontier orbital gap (alpha / beta)   0.2338 / 0.1511 Eh
LUMO (alpha / beta)   -10.62 / -13.92 eV
Charge   +4
Multiplicity   6
Relative energy (zero: lowest compared OMol25 entry of this formula, charge and spin)   14.45 kJ/mol
HOMO level (alpha / beta)   -16.986 / -18.033 eV

Positions of all 93 atoms, in Å:
Ir1 1.0853 0.5107 -2.2472
P1 2.1797 1.4281 -0.4490
P2 -1.6302 2.1575 -0.6544
P3 1.5262 2.2369 -3.5730
H1 -0.1198 -0.7618 -0.0621
C1 0.2161 -1.1368 -1.0336
C2 1.5528 -1.5690 -1.2302
H2 2.3072 -1.4545 -0.4518
C3 2.0662 0.5924 1.1745
C4 1.9492 3.1585 0.1172
C5 3.9510 1.3477 -0.9054
C6 -3.2063 1.4340 -1.1142
C7 -1.6118 2.1421 1.1534
C8 -1.6187 3.8649 -1.2267
C9 3.1022 2.0641 -4.5205
C10 1.6479 3.9996 -3.0790
C11 0.2582 2.1993 -4.8815
H3 -0.5634 -1.6167 -1.6437
H4 1.7151 -2.4267 -1.8930
H5 1.9676 -0.4917 1.0816
H6 1.1925 0.9600 1.7287
H7 2.9794 0.8252 1.7462
H8 0.9536 3.2925 0.5577
H9 2.0663 3.8805 -0.6929
H10 2.7070 3.3763 0.8850
H11 4.1461 0.4218 -1.4622
H12 4.5392 1.3598 0.0232
H13 4.2279 2.2078 -1.5299
H14 -4.0150 2.1018 -0.7771
H15 -3.3255 0.4480 -0.6437
H16 -3.2445 1.3371 -2.2067
H17 -2.5801 2.5274 1.5123
H18 -0.8100 2.7641 1.5787
H19 -1.5032 1.1090 1.5248
H20 -2.5875 4.3303 -0.9794
H21 -1.4859 3.8954 -2.3170
H22 -0.8131 4.4406 -0.7479
H23 2.9033 1.5489 -5.4686
H24 3.8740 1.5197 -3.9574
H25 3.4902 3.0701 -4.7443
H26 1.6511 4.6420 -3.9738
H27 2.5938 4.1713 -2.5502
H28 0.8101 4.2997 -2.4339
H29 0.3986 1.3347 -5.5428
H30 0.3378 3.1122 -5.4853
H31 -0.7365 2.1680 -4.4202
C12 0.8150 -1.7796 -4.7731
C13 -0.4130 -1.2772 -5.2622
C14 -1.2270 -2.0759 -6.0643
C15 -0.9096 -3.4229 -6.2832
C16 0.3052 -3.9332 -5.8109
C17 1.1709 -3.1085 -5.0881
S1 2.0045 -0.7995 -3.9659
H32 -0.4942 1.3768 -1.2144
H33 -0.7028 -0.2541 -5.0365
H34 -2.1025 -1.6331 -6.5453
H35 -1.6011 -4.0733 -6.8365
H36 0.6050 -4.9576 -6.0415
H37 2.1544 -3.4665 -4.7890
C18 -2.4135 1.1646 6.9106
C19 -1.4822 1.8532 6.1178
C20 -0.9472 1.2461 4.9853
C21 -1.3260 -0.0739 4.6523
C22 -2.2640 -0.7636 5.4401
C23 -2.7994 -0.1382 6.5728
P4 -0.5856 -0.7687 3.1524
C24 0.7275 -1.8945 3.7412
C25 1.3419 -2.7560 2.8015
C26 2.4576 -3.5097 3.1571
C27 2.9628 -3.4460 4.4613
C28 2.3621 -2.5929 5.3965
C29 1.2600 -1.8069 5.0431
C30 -1.9443 -1.8013 2.4952
C31 -1.8184 -3.1871 2.3162
C32 -2.8154 -3.9022 1.6540
C33 -3.9337 -3.2413 1.1341
C34 -4.0939 -1.8673 1.3595
C35 -3.1280 -1.1528 2.0670
H38 -2.8385 1.6508 7.7904
H39 -1.1736 2.8672 6.3743
H40 -0.2401 1.7787 4.3439
H41 -2.5831 -1.7725 5.1689
H42 -3.5274 -0.6718 7.1875
H43 0.9296 -2.8414 1.7932
H44 2.9294 -4.1519 2.4128
H45 3.8283 -4.0501 4.7438
H46 2.7603 -2.5347 6.4127
H47 0.8110 -1.1286 5.7743
H48 -0.9417 -3.7120 2.6973
H49 -2.7114 -4.9806 1.5379
H50 -4.6809 -3.7906 0.5548
H51 -4.9818 -1.3494 0.9882
H52 -3.2893 -0.0926 2.2882

***

# 4
Below is 10 unconnected molecules or ions with the total composition C35H52N10O at a distorted geometry, with properties calculated with ωB97M-V with the def2-TZVPD basis set.

Output
Frontier orbital gap   0.3171 Eh
LUMO   0.36 eV
HOMO level   -8.271 eV

Positions of all 98 atoms, in Å:
C1 5.4394 1.0667 -1.4355
C2 4.0463 1.4183 -0.9890
C3 3.7759 2.5676 -0.2325
C4 2.5099 2.8800 0.2160
C5 1.4322 2.0518 -0.0838
C6 -0.0091 2.2489 0.3830
C7 -0.9006 2.9786 -0.6062
C8 -2.3537 2.8722 -0.0218
C9 -3.0598 1.7126 -0.7515
C10 -3.1268 0.3674 0.0257
C11 -2.9364 -0.9066 -0.8278
C12 -1.6433 -1.6821 -0.5348
C13 -1.3096 -2.4842 -1.8134
C14 -1.7675 -2.7213 0.6072
C15 -2.3201 1.7416 -2.0869
O1 -2.7668 1.3505 -3.1343
N1 -1.0495 2.3583 -1.9533
C16 1.6866 0.9319 -0.8846
C17 2.9641 0.6205 -1.3157
H1 6.1830 1.4309 -0.7320
H2 5.5436 -0.0196 -1.4463
H3 5.6427 1.3922 -2.4523
H4 4.6062 3.2211 0.0161
H5 2.3679 3.7666 0.8159
H6 -0.4370 1.2541 0.5107
H7 -0.0795 2.7357 1.3469
H8 -0.7342 4.0486 -0.6912
H9 -2.3382 2.6484 1.0392
H10 -2.8974 3.8140 -0.0876
H11 -4.0918 2.0460 -0.8016
H12 -4.1225 0.3163 0.4554
H13 -2.4397 0.3555 0.8707
H14 -3.0156 -0.7185 -1.8945
H15 -3.7555 -1.5874 -0.5847
H16 -0.8040 -1.0170 -0.3294
H17 -0.2664 -2.7911 -1.8353
H18 -1.4644 -1.8291 -2.6743
H19 -1.9718 -3.3419 -1.9222
H20 -1.3661 -3.6672 0.2503
H21 -2.7989 -2.9126 0.9005
H22 -1.1779 -2.4252 1.4727
H23 -1.1597 3.1478 -2.5884
H24 0.8434 0.3042 -1.1424
H25 3.1629 -0.2532 -1.9251
C18 3.2491 5.6780 -2.6786
C19 4.5700 6.0601 -2.1840
N2 5.6069 6.3570 -1.7959
H26 2.4847 6.2740 -2.1835
H27 3.1933 5.8476 -3.7489
H28 3.0659 4.6239 -2.4733
C20 -4.4669 -3.3546 -4.3564
C21 -4.2302 -4.5191 -3.5116
N3 -4.0314 -5.4243 -2.8381
H29 -3.7893 -2.5509 -4.0718
H30 -4.2953 -3.6139 -5.3991
H31 -5.4935 -3.0142 -4.2373
C22 -1.0220 4.1814 -5.5596
C23 0.2672 4.8194 -5.3180
N4 1.2848 5.3100 -5.1283
H32 -0.8836 3.1115 -5.7022
H33 -1.6812 4.3425 -4.7090
H34 -1.4820 4.6056 -6.4497
C24 -6.5376 1.4648 3.4451
C25 -5.2867 1.9433 2.8700
N5 -4.3039 2.3194 2.4171
H35 -7.3530 2.1243 3.1550
H36 -6.7474 0.4590 3.0865
H37 -6.4614 1.4476 4.5304
C26 1.9599 -1.9245 2.5382
C27 1.9647 -2.2700 1.1239
N6 1.9567 -2.5361 0.0065
H38 0.9718 -2.1043 2.9587
H39 2.6858 -2.5360 3.0703
H40 2.2190 -0.8730 2.6575
C28 -2.2501 -6.3146 2.8142
C29 -1.2380 -5.3475 3.2113
N7 -0.4373 -4.5867 3.5189
H41 -2.4719 -6.9703 3.6531
H42 -3.1557 -5.7946 2.5062
H43 -1.8811 -6.9118 1.9830
C30 4.8079 -3.3892 -1.0445
C31 5.9220 -2.7487 -1.7340
N8 6.7906 -2.2140 -2.2602
H44 3.9157 -2.7950 -1.2253
H45 4.6595 -4.4031 -1.4090
H46 4.9900 -3.4178 0.0277
C32 2.1733 5.5747 4.4206
C33 1.7219 4.4200 3.6541
N9 1.3669 3.5156 3.0468
H47 2.8882 6.1495 3.8349
H48 1.3237 6.2077 4.6683
H49 2.6512 5.2427 5.3400
C34 1.8806 -6.7625 5.8917
C35 0.6458 -7.3553 5.3988
N10 -0.3331 -7.8040 5.0112
H50 1.7332 -6.3922 6.9041
H51 2.6733 -7.5080 5.8954
H52 2.1682 -5.9344 5.2466

***

Listing DFT total energy for the structures above in their given order: -4977.951948; -2423.562283; -3231.233135; -1987.574720 hartree.